Entry from the Open Molecules 2025 dataset: 2 unconnected molecules or ions with the total composition C4H9NO (ωB97M-V/def2-TZVPD).

The geometry in XYZ format:
```
15
Properties=species:S:1:pos:R:3:forces:R:3
C -0.171 2.711 -1.569 0.978 -0.246 -0.548
C 0.483 1.555 -0.834 -0.087 -0.040 -0.292
C -0.317 0.618 -0.288 -1.374 -0.934 -0.400
N -0.162 -0.669 0.258 1.280 1.992 1.320
C 0.674 -0.336 1.356 0.977 -1.085 -0.193
H -0.556 2.384 -2.541 -0.716 -0.211 0.187
H -0.925 3.172 -0.944 -0.270 0.355 -0.247
H 0.561 3.434 -1.951 0.059 0.322 0.771
H 1.559 1.456 -0.945 -0.047 -0.240 0.134
H -1.387 0.909 -0.261 0.007 0.224 -0.507
H 1.769 -0.368 1.267 -0.020 -0.020 -0.035
H 0.358 -0.083 2.373 -0.551 0.010 -0.130
H -0.515 -3.860 0.338 0.021 0.157 0.024
H -0.280 -2.380 0.724 -0.344 0.052 -0.061
O -0.423 -3.285 1.103 0.087 -0.336 -0.022
```
Positions in Å, forces in eV/Å.

relative energy (zero: lowest compared OMol25 entry of this formula, charge and spin) = 39.65 kcal per mole
E_tot = -287.681993 Ha
spin multiplicity = 2
gap between HOMO and LUMO (alpha / beta) = 6.1625 / 6.2965 eV
charge = -1
highest occupied orbital energy (alpha / beta) = -0.070 / -0.076 Eh
largest force on an atom = 2.71 eV/Å